No. 1
14
Properties=species:S:1:pos:R:3:forces:R:3 method="wB97M-V/def2-TZVPD" energy_ha=-1989.81166 total_charge=-1 largest_force_ev_per_a=3.19 lumo_ev=3.2748 smiles="C[P@](=O)([O-])CC(Cl)(Cl)Cl" de_lowest_ev=0.000 homo_ev=-5.0 gap_ev=8.266
C -1.4701 -0.7321 1.2964 -2.55 1.26 -1.46
P -0.3173 -1.1915 -0.0018 1.03 1.54 1.63
O -0.8446 -1.7173 -1.2582 -1.25 -0.21 -0.95
O 0.8186 -1.8349 0.7015 0.32 0.03 -0.07
C 0.1076 0.9461 -0.4487 -2.76 -1.24 -0.67
C 1.4660 0.8222 -0.9987 0.43 0.84 0.59
Cl 2.1547 2.3463 -1.8404 -0.33 -0.20 -0.11
Cl 2.4826 0.7130 0.5103 0.47 -0.23 -0.53
Cl 1.7296 -0.5347 -2.0968 0.37 0.51 -0.02
H -2.1918 -1.3842 1.7168 -0.65 -1.71 -0.29
H -1.0626 -0.3837 2.1791 1.85 1.00 1.49
H -2.1355 0.0917 0.9421 0.52 -0.30 -0.05
H -0.8404 1.2223 -1.1164 2.50 -0.67 0.80
H 0.1033 1.6368 0.4147 0.05 -0.60 -0.38

No. 2
16
Properties=species:S:1:pos:R:3:forces:R:3 method="wB97M-V/def2-TZVPD" energy_ha=-271.64612 largest_force_ev_per_a=0.55 lumo_ev=0.9474 de_lowest_ev=2.898 homo_ev=-8.4 gap_ev=9.301
C -0.8796 0.1663 1.7165 -0.10 0.02 0.05
C -0.1536 -0.2440 0.4403 0.29 0.02 0.12
C -0.9023 0.1798 -0.8575 0.09 0.17 -0.10
C 0.2358 0.4389 -1.8006 -0.32 -0.36 -0.27
C 1.2720 0.3592 0.5728 0.03 -0.02 0.23
O 0.7062 -0.7684 -2.0954 0.13 0.26 -0.23
H -1.8677 -0.2870 1.8383 0.10 0.01 -0.12
H -0.2600 -0.1083 2.5787 -0.22 0.02 -0.05
H -0.9944 1.2575 1.7289 -0.05 -0.17 0.05
H -0.0639 -1.3380 0.3880 0.08 0.26 0.10
H -1.5395 -0.6363 -1.2279 0.09 0.07 0.18
H -1.5233 1.0710 -0.7108 0.27 -0.10 0.00
H 1.9717 0.2152 -0.2541 -0.30 -0.11 0.14
H 1.7251 -0.1101 1.4471 0.08 0.16 0.12
H 1.2130 1.4411 0.7405 0.00 -0.16 0.04
H 1.5483 -0.6432 -2.5530 -0.17 -0.08 -0.25

No. 3
12
Properties=species:S:1:pos:R:3:forces:R:3 method="wB97M-V/def2-TZVPD" energy_ha=-306.39861 largest_force_ev_per_a=2.72 lumo_ev=0.8470 smiles="O=C1CCOC1" de_lowest_ev=2.930 homo_ev=-9.5 gap_ev=10.302
O 0.8602 1.9799 -0.4552 -0.54 1.43 -0.63
C 0.4635 0.9180 -0.0686 0.35 1.73 0.67
C -0.9915 0.4808 0.0509 0.23 0.44 -0.05
C -0.8638 -0.9997 -0.2459 0.43 0.10 0.31
O 0.4962 -1.0653 -0.7281 1.65 -0.65 2.05
C 1.4594 -0.0715 0.3101 -1.38 -1.54 -1.50
H -1.5262 1.0408 -0.7123 -0.19 -0.05 0.03
H -1.3920 0.7418 1.0318 -0.02 -0.01 -0.01
H -0.9763 -1.6296 0.6404 -0.03 0.04 0.03
H -1.5992 -1.3563 -0.9926 0.82 0.13 0.02
H 2.3954 -0.0003 -0.2519 -0.52 -0.06 0.04
H 1.6744 -0.0386 1.4213 -0.80 -1.56 -0.95

No. 4
16
Properties=species:S:1:pos:R:3:forces:R:3 method="wB97M-V/def2-TZVPD" energy_ha=-723.03871 total_charge=+1 largest_force_ev_per_a=2.30 lumo_ev="-4.7332 / -4.6193" de_lowest_ev=5.895 homo_ev="-12.3 / -12.1" gap_ev="7.586 / 7.480"
C -2.7720 0.3241 -0.8641 -1.67 -0.01 0.12
C -1.4139 0.1065 -1.2546 -0.50 -0.35 1.03
C -2.8489 0.4168 0.4756 2.02 0.27 0.52
C -0.8287 -0.0161 -0.0597 1.60 0.68 1.50
C 1.9673 0.1141 0.6439 -1.52 1.10 0.02
N 2.2311 -1.1995 0.0900 -0.05 0.37 1.45
O -1.5574 0.3313 1.0081 0.19 -0.91 -0.96
S 2.6962 1.4656 -0.1620 -0.31 -0.45 0.53
H -3.7009 0.3418 -1.3972 0.09 -0.03 -0.81
H -0.9276 -0.1412 -2.1465 0.08 0.04 -1.36
H -3.5149 0.4660 1.2908 -1.27 0.26 0.05
H 1.4125 0.0866 1.5881 0.49 0.34 -0.53
H 1.8533 -1.8870 0.7097 -0.44 -0.70 0.79
H 1.8815 -1.4660 -0.7918 -0.74 0.23 -1.89
H 3.2086 -1.3181 0.1095 1.96 -0.61 -0.32
H 2.3137 2.3751 0.7604 0.07 -0.22 -0.13

No. 5
13
Properties=species:S:1:pos:R:3:forces:R:3 method="wB97M-V/def2-TZVPD" energy_ha=-623.47333 largest_force_ev_per_a=4.38 lumo_ev=0.9914 smiles="N=[PH2]c1ncc[nH]1" de_lowest_ev=1.785 homo_ev=-9.1 gap_ev=10.116
N 2.5664 -0.7331 0.2167 -3.06 1.25 -1.12
P 1.7814 0.5964 -0.0713 0.54 -2.35 1.20
C 0.0816 0.1881 -0.0448 -2.36 -0.52 0.81
N -0.7461 1.1729 0.2014 -1.90 -0.12 -1.25
C -2.0659 0.6429 0.0293 3.79 -1.39 1.15
C -1.9518 -0.7212 -0.0902 2.24 3.76 -0.18
N -0.6165 -0.9852 -0.1687 0.01 -0.84 -0.38
H 3.4702 -0.8534 0.4966 2.75 0.01 0.66
H 1.7348 1.2231 -1.2894 0.74 0.65 -0.84
H 1.6198 1.6425 0.8424 0.61 0.39 0.00
H -2.8819 1.1751 0.3473 -1.83 1.33 0.20
H -2.6764 -1.4077 -0.1681 -2.25 -2.58 -0.24
H -0.3156 -1.9405 -0.3012 0.72 0.42 -0.01

No. 6
97
Properties=species:S:1:pos:R:3:forces:R:3 method="wB97M-V/def2-TZVPD" energy_ha=-3520.09835 total_charge=-1 largest_force_ev_per_a=0.96 lumo_ev=1.9429 de_lowest_ev=1.507 homo_ev=-4.2 gap_ev=6.135
Pd -0.6991 0.7474 -0.5030 -0.36 0.34 0.14
O 1.3477 0.6067 -0.5818 -0.26 0.21 -0.31
P 1.9354 0.7973 -2.0101 0.36 0.12 0.09
C 1.3948 2.1316 -2.8818 -0.09 -0.57 -0.21
P -0.0114 4.0252 -0.5014 0.14 0.23 0.12
O -0.9659 2.7699 -0.6967 0.27 -0.41 0.22
C 1.3733 3.4683 0.6104 -0.10 -0.04 -0.12
C 1.1516 2.6336 1.7021 0.04 0.02 0.08
C 2.1988 2.2677 2.5321 -0.03 -0.03 0.02
C 3.4866 2.7259 2.2753 0.04 0.01 -0.05
C 3.7180 3.5515 1.1855 0.01 -0.02 0.00
C 2.6620 3.9198 0.3592 -0.02 -0.06 -0.03
C -0.8254 4.9705 0.8886 -0.10 -0.13 -0.10
C -0.4389 6.2876 1.1215 0.02 0.00 0.00
C -0.9941 7.0187 2.1623 0.00 0.02 0.01
C -1.9605 6.4441 2.9783 -0.02 -0.01 0.00
C -2.3705 5.1385 2.7394 0.04 0.05 -0.01
C -1.8087 4.4100 1.6991 -0.01 -0.03 -0.04
C 1.7257 -0.9047 -2.7201 -0.23 0.14 0.09
C 2.5471 -1.9939 -2.4406 0.04 0.01 -0.03
C 2.2381 -3.2563 -2.9334 0.00 -0.02 -0.05
C 1.1047 -3.4432 -3.7112 0.07 0.01 -0.07
C 0.2682 -2.3680 -3.9822 0.09 0.06 -0.02
C 0.5768 -1.1080 -3.4874 0.05 -0.09 -0.05
C 3.7306 0.9416 -1.7477 -0.08 0.07 0.09
C 4.5154 1.7642 -2.5513 -0.01 -0.07 -0.03
C 5.8527 1.9716 -2.2509 0.01 -0.03 0.00
C 6.4173 1.3669 -1.1348 0.02 0.02 0.00
C 5.6426 0.5501 -0.3258 0.00 -0.02 0.00
C 4.3043 0.3417 -0.6305 0.02 -0.02 -0.01
H 0.3091 2.1694 -2.9699 0.03 0.16 0.10
H 1.8847 2.2342 -3.8522 0.07 0.14 0.09
H 0.1481 2.2702 1.9092 0.00 0.03 -0.02
H 2.0129 1.6307 3.3900 -0.02 0.00 -0.01
H 4.3062 2.4333 2.9211 0.02 0.00 0.01
H 4.7226 3.8931 0.9658 0.01 0.01 0.00
H 2.8352 4.5457 -0.5090 0.03 -0.02 -0.02
H 0.3111 6.7412 0.4804 0.01 0.01 0.00
H -0.6795 8.0413 2.3365 0.02 0.00 -0.01
H -2.3940 7.0137 3.7919 -0.01 0.01 0.00
H -3.1266 4.6807 3.3667 -0.01 -0.01 -0.01
H -2.1330 3.3936 1.5154 0.05 0.07 0.03
H 3.4447 -1.8549 -1.8496 -0.02 -0.02 0.02
H 2.8787 -4.1002 -2.7054 0.03 0.01 -0.02
H 0.8697 -4.4291 -4.0944 0.00 0.01 0.01
H -0.6247 -2.5057 -4.5802 -0.02 -0.01 0.01
H -0.0772 -0.2660 -3.6908 0.02 -0.02 -0.02
H 4.0625 2.2615 -3.3986 0.01 0.05 0.01
H 6.4539 2.6191 -2.8772 -0.01 0.01 -0.01
H 7.4561 1.5482 -0.8871 0.01 -0.02 -0.01
H 6.0759 0.0894 0.5536 -0.01 0.00 0.01
H 3.6891 -0.2693 0.0190 -0.01 0.04 0.04
O -2.8472 -0.3393 -2.4118 0.01 -0.04 -0.09
C -3.3514 0.3375 -1.5276 -0.13 -0.10 0.23
C -4.8146 0.7374 -1.4655 -0.05 0.04 0.08
C -4.9415 1.4469 -0.1205 -0.05 -0.06 -0.05
C -3.5621 1.3113 0.5065 0.13 0.01 0.13
O -3.2840 1.6063 1.6494 -0.05 -0.07 0.02
N -2.6996 0.7693 -0.4090 0.17 -0.20 -0.62
H -5.4242 -0.1646 -1.5294 0.01 -0.01 -0.04
H -5.0506 1.3661 -2.3234 0.01 -0.01 -0.02
H -5.6867 1.0042 0.5395 0.02 0.02 0.03
H -5.1589 2.5116 -0.2115 -0.01 0.00 0.01
F -0.3911 -7.6748 -2.1579 0.00 0.01 0.00
C -0.4659 -6.3908 -1.7417 0.00 0.04 0.00
C 0.3546 -5.9739 -0.7150 0.02 -0.02 -0.01
C 0.2646 -4.6558 -0.2855 -0.01 0.02 0.01
C -0.6408 -3.7800 -0.8700 0.05 0.38 -0.30
C -1.4211 -4.2247 -1.9347 -0.04 0.02 0.05
C -1.3505 -5.5383 -2.3711 -0.03 -0.04 0.01
Sb -0.8868 -1.7729 -0.1415 -0.30 -0.28 0.87
C -2.8605 -2.1094 0.6485 0.09 0.02 -0.08
C -3.8889 -2.6368 -0.1283 0.04 0.01 0.04
C -5.1690 -2.7950 0.3865 -0.01 0.00 -0.02
C -5.4052 -2.4064 1.6890 0.00 0.00 -0.01
F -6.6486 -2.5649 2.2005 0.01 0.01 -0.01
C -4.4235 -1.8496 2.4801 0.00 0.03 0.04
C -3.1501 -1.7014 1.9483 0.01 0.05 -0.05
C 0.1462 -2.0770 1.7099 0.09 0.01 -0.21
C 1.2235 -1.2408 1.9985 -0.04 0.04 0.03
C 1.9651 -1.4163 3.1621 0.01 -0.02 0.00
C 1.6087 -2.4333 4.0206 -0.02 0.00 -0.02
F 2.3290 -2.6205 5.1498 -0.02 0.01 -0.01
C 0.5373 -3.2724 3.7750 -0.02 -0.04 0.04
C -0.1897 -3.0883 2.6094 -0.01 0.04 -0.05
H 1.0492 -6.6694 -0.2635 0.01 0.00 -0.01
H 0.9170 -4.3200 0.5095 -0.01 0.00 0.03
H -2.0740 -3.5359 -2.4564 -0.03 0.00 0.01
H -1.9577 -5.8992 -3.1904 0.00 0.00 -0.01
H -3.7133 -2.9070 -1.1604 0.00 -0.05 -0.01
H -5.9737 -3.2048 -0.2094 -0.01 0.00 0.01
H -4.6568 -1.5200 3.4832 -0.01 -0.01 0.01
H -2.3875 -1.2274 2.5534 0.01 -0.01 0.03
H 1.4819 -0.4355 1.3176 0.03 -0.02 0.01
H 2.8023 -0.7739 3.4003 0.01 0.01 -0.01
H 0.2855 -4.0482 4.4857 0.02 0.00 0.01
H -1.0322 -3.7388 2.4030 0.00 -0.02 0.01